No. 1
Here is a structure of composition C5H8O3 in a non-equilibrium geometry from OMol25. Energies are from the ωB97M-V functional and the def2-TZVPD basis.

Values from the calculation:
Relative energy (zero: lowest compared OMol25 entry of this formula, charge and spin), kcal/mol: 147.43
Total energy, a.u.: -420.82112
HOMO, hartree: -0.35346
Spin multiplicity: 1

Each line ends with the Löwdin charge.
Element x y z (Å)
H: 1.4372 1.8370 -0.8151  0.098
H: 2.2481 -0.5474 0.7704  0.104
O: -0.2056 0.0674 1.2638  -0.029
O: -1.7074 1.1212 -0.0653  -0.006
C: 1.1635 1.2806 0.0768  -0.031
C: -0.7051 -1.0472 0.5351  -0.243
C: -1.8458 -0.3403 -0.2517  -0.107
C: 1.6445 -0.3317 -0.0869  -0.067
H: 1.3339 1.8299 1.0739  0.139
H: 2.1392 -0.5482 -1.0141  0.114
H: -0.8861 -2.0281 1.0886  0.182
C: -0.2926 0.8538 0.0170  -0.402
H: -2.8657 -0.6958 0.0561  0.145
H: -0.1693 0.4239 -1.0380  0.155
O: 0.4836 -1.2327 -0.3432  -0.166
H: -1.7726 -0.6425 -1.2676  0.116

=====

No. 2
Here is a cluster of 2 separate species, C5H8O3 in total in a non-equilibrium geometry from OMol25. Energies are from the ωB97M-V functional and the def2-TZVPD basis.

Values from the calculation:
Relative energy (zero: lowest compared OMol25 entry of this formula, charge and spin), kcal/mol: 159.76
Total energy, a.u.: -420.80147
HOMO, hartree: -0.30432
Spin multiplicity: 1

Each line ends with the Löwdin charge.
Element x y z (Å)
C: -0.0644 0.3877 -0.5091  -0.366
C: -1.0091 -1.5118 0.6410  -0.021
O: 2.3120 -0.4265 -0.0124  -0.020
O: 1.0347 -0.0155 0.4825  -0.210
H: 2.9046 0.1840 0.4524  0.102
H: -0.0718 2.5257 -0.5138  0.084
C: 0.0815 0.1860 -1.8295  0.040
O: 0.0266 -1.9205 2.8705  0.193
H: -2.0849 -1.4252 0.6811  0.084
C: -0.5794 1.7101 -0.0006  -0.051
H: -1.6476 1.8136 -0.1889  0.080
H: -0.0951 0.9766 -2.5393  0.068
C: -0.3750 -1.6462 1.8205  -0.207
H: -0.4165 1.8838 1.0627  0.080
H: 0.5208 -0.7181 -2.2202  0.062
H: -0.5363 -2.0036 -0.1968  0.083

=====

No. 3
Here is a cluster of 2 separate species, C5H8O3 in total in a non-equilibrium geometry from OMol25. Energies are from the ωB97M-V functional and the def2-TZVPD basis.

Values from the calculation:
Relative energy (zero: lowest compared OMol25 entry of this formula, charge and spin), kcal/mol: 104.43
Total energy, a.u.: -420.88964
HOMO (spin up / spin down), hartree: -0.31429 / -0.31430
Spin multiplicity: 1

Each line ends with the Löwdin charge.
Element x y z (Å)
H: -0.4224 1.2800 1.6870  0.104
H: 2.0989 1.0173 -1.8917  0.072
H: -0.8864 -1.9304 1.2808  0.094
O: -1.9426 -0.2560 -1.2210  0.040
O: 0.0232 0.4308 1.9069  0.022
C: 1.1094 0.3770 -0.1581  -0.022
C: 0.2333 -0.2124 0.7003  -0.434
H: 0.8742 -2.1808 1.2619  0.090
H: 3.0541 1.0368 -0.3041  0.084
C: 2.1319 0.8058 -0.8308  0.067
C: 0.0384 -1.7029 0.7465  -0.010
H: -2.8641 0.0549 -1.2072  0.119
C: -1.2330 0.7305 -0.5644  -0.454
H: -0.3991 1.0736 -1.2946  0.136
H: -0.0397 -2.1140 -0.2615  0.086
O: -1.7760 1.5897 0.1501  0.007